# 1
Entry from OMol25: 6 unconnected molecules or ions with the total composition C33H73N5O6 (ωB97M-V/def2-TZVPD).

CARTESIAN COORDINATES (ANGSTROEM)
N -21.98 17.08 -17.79
O -21.58 17.38 -16.69
O -22.26 17.95 -18.55
O -22.27 15.92 -18.12
C -24.42 19.34 -8.71
C -23.12 19.65 -9.32
C -21.97 19.43 -8.23
N -20.53 19.88 -8.72
C -20.08 18.92 -9.84
C -19.58 19.76 -7.43
C -19.56 21.16 -6.83
C -19.79 22.12 -8.05
C -20.49 21.34 -9.19
H -24.40 18.38 -8.19
H -25.18 19.16 -9.46
H -24.79 20.22 -8.18
H -23.07 20.67 -9.72
H -22.99 18.95 -10.15
H -22.03 18.40 -7.89
H -22.16 19.96 -7.30
H -20.08 17.94 -9.37
H -19.02 18.95 -10.08
H -20.67 19.03 -10.75
H -18.54 19.62 -7.75
H -19.87 18.85 -6.90
H -18.65 21.39 -6.28
H -20.42 21.19 -6.15
H -18.84 22.47 -8.45
H -20.39 22.98 -7.74
H -19.81 21.36 -10.04
H -21.45 21.81 -9.40
C -28.95 11.13 -14.64
C -28.34 12.38 -15.23
C -29.35 13.29 -15.89
N -28.73 14.61 -16.58
C -28.00 14.21 -17.89
C -29.74 15.70 -16.98
C -28.94 16.96 -17.03
C -27.89 16.76 -15.95
C -27.77 15.30 -15.56
H -29.62 11.45 -13.84
H -28.31 10.44 -14.09
H -29.38 10.47 -15.39
H -27.55 12.03 -15.90
H -27.85 12.98 -14.46
H -30.16 13.45 -15.19
H -29.95 12.86 -16.69
H -27.05 13.70 -17.73
H -27.78 15.11 -18.48
H -28.56 13.46 -18.44
H -30.29 15.44 -17.89
H -30.41 15.75 -16.12
H -28.49 17.35 -17.94
H -29.67 17.73 -16.78
H -26.88 16.98 -16.30
H -27.97 17.34 -15.03
H -26.73 15.02 -15.70
H -28.21 15.25 -14.56
C -19.90 18.77 -26.72
C -20.17 17.31 -26.29
C -21.43 17.32 -25.46
N -21.92 15.89 -25.12
C -20.83 15.14 -24.24
C -22.22 15.14 -26.41
C -23.59 14.53 -26.22
C -24.37 15.55 -25.38
C -23.35 15.86 -24.36
H -19.11 18.96 -27.44
H -19.60 19.39 -25.87
H -20.78 19.27 -27.12
H -19.36 16.76 -25.81
H -20.35 16.85 -27.27
H -22.32 17.79 -25.87
H -21.30 17.74 -24.46
H -19.99 14.94 -24.89
H -21.34 14.24 -23.90
H -20.64 15.80 -23.39
H -21.58 14.28 -26.60
H -22.11 15.75 -27.31
H -23.58 13.51 -25.84
H -24.02 14.48 -27.22
H -25.17 15.07 -24.81
H -24.69 16.43 -25.93
H -23.30 15.16 -23.53
H -23.49 16.88 -23.99
C -17.15 21.49 -20.16
C -17.99 22.47 -19.40
C -18.80 23.42 -20.34
N -19.52 24.64 -19.64
C -20.69 24.12 -18.88
C -19.99 25.65 -20.73
C -19.13 26.88 -20.55
C -18.99 26.95 -19.05
C -18.61 25.47 -18.72
H -16.86 22.05 -21.05
H -17.68 20.58 -20.41
H -16.21 21.17 -19.69
H -17.26 22.99 -18.78
H -18.65 21.90 -18.76
H -19.60 22.89 -20.87
H -18.10 23.89 -21.03
H -21.28 24.99 -18.59
H -20.38 23.77 -17.89
H -21.18 23.32 -19.44
H -21.04 25.84 -20.52
H -19.81 25.20 -21.71
H -19.71 27.78 -20.77
H -18.21 26.95 -21.12
H -19.94 27.14 -18.55
H -18.31 27.72 -18.69
H -18.69 25.23 -17.66
H -17.59 25.34 -19.09
O -22.83 9.65 -20.06
C -23.83 8.80 -20.12
O -23.63 7.71 -20.62
O -24.88 9.19 -19.63
H -23.38 10.25 -19.56

For the energy relative to the best compared isomer or geometry (same formula, charge and spin), the calculation gives 4.5701 eV. The multiplicity is 1. The total energy comes out at -2025.45558 Ha. As for the gap between HOMO and LUMO: 3.589 eV. The value obtained for the HOMO energy is -7.1 eV. As for the net charge: +2. For the LUMO energy, the calculation gives -3.46 eV.

***

# 2
Entry from OMol25: 12 unconnected molecules or ions with the total composition C33H75Cl6N9O9 (ωB97M-V/def2-TZVPD).

CARTESIAN COORDINATES (ANGSTROEM)
C 3.87 -4.70 -4.49
C 3.44 -3.58 -3.64
O 3.83 -3.55 -2.47
N 2.49 -2.78 -4.17
C 1.78 -1.77 -3.40
H 4.20 -4.22 -5.41
H 2.97 -5.29 -4.65
H 4.57 -5.35 -3.97
H 2.72 -2.67 -5.14
H 0.90 -2.25 -2.97
H 1.38 -1.01 -4.08
H 2.44 -1.37 -2.63
C -0.35 -3.89 3.20
C -0.49 -3.39 4.60
O -1.51 -3.69 5.16
N 0.49 -2.69 5.11
C 0.51 -2.18 6.49
H 0.06 -4.90 3.13
H 0.45 -3.27 2.80
H -1.32 -3.89 2.71
H 1.22 -2.41 4.48
H 1.48 -2.27 6.98
H -0.21 -2.79 7.03
H 0.22 -1.13 6.49
C -5.11 3.17 -0.90
C -4.27 1.92 -1.11
O -4.33 1.28 -2.15
N -3.46 1.40 -0.20
C -3.45 1.63 1.22
H -4.57 3.90 -0.31
H -6.05 2.98 -0.38
H -5.36 3.72 -1.81
H -2.96 0.64 -0.64
H -4.39 1.36 1.70
H -3.10 2.64 1.43
H -2.62 1.06 1.64
C 1.01 1.75 -4.11
C 0.43 3.02 -4.69
O 0.54 4.14 -4.16
N -0.11 2.96 -5.94
C -0.43 4.10 -6.76
H 0.32 0.92 -4.23
H 1.15 1.90 -3.04
H 2.02 1.46 -4.43
H -0.16 2.07 -6.41
H -1.51 4.20 -6.91
H 0.18 3.92 -7.64
H 0.05 5.01 -6.41
C -2.85 0.25 -5.21
C -2.40 -0.94 -4.35
O -1.80 -1.88 -4.85
N -2.64 -0.97 -3.01
C -2.16 -1.94 -2.06
H -1.94 0.70 -5.62
H -3.24 0.96 -4.48
H -3.62 0.05 -5.95
H -3.37 -0.34 -2.70
H -2.84 -2.13 -1.23
H -1.14 -1.73 -1.73
H -2.05 -2.93 -2.51
C 3.06 -4.07 1.78
C 3.56 -3.28 2.99
O 2.82 -2.37 3.44
N 4.79 -3.48 3.43
C 5.51 -2.76 4.41
H 2.68 -4.94 2.32
H 3.90 -4.32 1.12
H 2.40 -3.57 1.08
H 5.32 -4.15 2.89
H 4.82 -2.50 5.21
H 5.88 -1.88 3.88
H 6.37 -3.30 4.82
C -0.94 4.01 -1.14
C -1.90 5.13 -1.53
O -2.61 5.55 -0.69
N -1.90 5.55 -2.84
C -2.67 6.79 -3.16
H -1.05 3.13 -1.77
H -1.00 3.96 -0.05
H 0.04 4.43 -1.37
H -1.23 5.15 -3.48
H -3.70 6.49 -3.37
H -2.27 7.15 -4.11
H -2.66 7.56 -2.39
C 0.88 -4.90 -1.42
C -0.32 -4.63 -0.54
O -0.51 -3.56 0.01
N -1.10 -5.58 -0.24
C -1.51 -6.60 -1.14
H 1.57 -4.06 -1.35
H 0.57 -4.80 -2.46
H 1.40 -5.83 -1.20
H -1.75 -5.34 0.50
H -2.55 -6.90 -1.09
H -0.97 -7.47 -0.76
H -1.18 -6.61 -2.18
C -0.39 3.75 4.94
C -0.40 3.94 3.44
O -0.64 2.98 2.69
N 0.21 5.09 3.06
C 0.35 5.37 1.64
H -1.35 3.41 5.31
H -0.05 4.65 5.46
H 0.23 2.88 5.15
H 0.58 5.81 3.67
H 1.14 6.09 1.42
H -0.58 5.70 1.19
H 0.63 4.50 1.04
Cl 3.03 -0.11 -0.21
C 1.70 -1.07 0.49
C 0.36 -0.20 0.51
Cl -0.08 0.55 -1.01
H 1.94 -1.38 1.51
H 1.53 -1.91 -0.18
H 0.44 0.61 1.23
H -0.48 -0.79 0.85
Cl -3.44 -1.26 3.22
C -2.75 -0.57 4.70
C -1.85 0.61 4.54
Cl -0.18 0.17 4.02
H -2.28 -1.35 5.29
H -3.61 -0.26 5.30
H -1.67 1.05 5.52
H -2.17 1.45 3.91
Cl 4.89 1.28 3.67
C 3.25 1.54 3.05
C 3.31 2.59 1.98
Cl 3.75 4.14 2.70
H 2.53 1.79 3.83
H 2.96 0.61 2.57
H 2.37 2.70 1.45
H 4.05 2.40 1.20

For the energy relative to the best compared isomer or geometry (same formula, charge and spin), the calculation gives 0.8230 eV. The multiplicity is 2. The total energy comes out at -5233.28920 Ha. As for the gap between HOMO and LUMO (alpha / beta): 8.129 / 2.754 eV. The value obtained for the HOMO energy (alpha / beta) is -10.5 / -10.5 eV. As for the net charge: +1. For the LUMO energy (alpha / beta), the calculation gives -2.38 / -7.76 eV.